--- i ---
{"formula": "C17H21N3OS", "method": "wB97M-V/def2-TZVPD", "species": ["C", "C", "C", "C", "C", "S", "C", "C", "C", "C", "O", "N", "C", "N", "C", "C", "C", "C", "C", "N", "C", "C", "H", "H", "H", "H", "H", "H", "H", "H", "H", "H", "H", "H", "H", "H", "H", "H", "H", "H", "H", "H", "H"], "xyz": [[0.68287, 0.61819, 5.03777], [1.18654, -0.05722, 3.79826], [2.55464, -0.19908, 3.58122], [3.03209, -0.82640, 2.45082], [2.14654, -1.32613, 1.49816], [2.88134, -2.10981, 0.09300], [1.50605, -2.95829, -0.76490], [0.87358, -2.09392, -1.80952], [0.79004, -2.49944, -3.10835], [0.17594, -1.64952, -4.08267], [0.00389, -1.86168, -5.26600], [-0.26711, -0.42702, -3.54308], [-0.12489, -0.07907, -2.23632], [-0.48497, 1.15323, -1.81823], [-1.39316, 2.03288, -2.52085], [-2.80783, 1.88923, -1.95108], [-2.79519, 2.19723, -0.45505], [-1.77144, 1.31292, 0.25402], [-0.40161, 1.46898, -0.40447], [0.41054, -0.90357, -1.37104], [0.78292, -1.18077, 1.69588], [0.31696, -0.55549, 2.84064], [1.00072, 0.06964, 5.92384], [-0.40283, 0.67476, 5.03741], [1.08493, 1.62794, 5.11159], [3.25154, 0.18328, 4.31318], [4.09361, -0.93985, 2.29110], [1.95510, -3.84001, -1.21956], [0.79056, -3.26680, -0.00370], [1.17111, -3.45008, -3.44009], [-0.67142, 0.20527, -4.22106], [-1.39164, 1.83912, -3.59356], [-1.04047, 3.05897, -2.36864], [-3.48395, 2.56661, -2.47445], [-3.15574, 0.86652, -2.11313], [-3.78863, 2.03755, -0.03295], [-2.53232, 3.24721, -0.30562], [-1.70002, 1.58163, 1.30792], [-2.07670, 0.26722, 0.18665], [0.32894, 0.80446, 0.05361], [-0.05805, 2.50404, -0.31293], [0.07752, -1.52739, 0.95874], [-0.75001, -0.45536, 2.98343]], "lowdin_charge": [-0.056, -0.287, -0.049, -0.117, -0.535, 0.961, -0.391, -0.344, 0.040, -0.467, 0.051, 0.212, -0.306, -0.049, -0.147, -0.170, -0.202, -0.175, -0.144, 0.142, -0.115, -0.051, 0.081, 0.072, 0.080, 0.114, 0.099, 0.075, 0.084, 0.115, 0.142, 0.110, 0.131, 0.112, 0.119, 0.110, 0.114, 0.108, 0.117, 0.096, 0.132, 0.082, 0.108], "lumo_energy_ev": 0.66, "molar_mass_g_mol": 315.442, "total_charge": 0, "gap_ev": 8.563, "smiles": "Cc1ccc(SCc2cc(=O)[nH]c(N3CCCCC3)n2)cc1"}


--- ii ---
{"formula": "C17H21N3OS", "method": "wB97M-V/def2-TZVPD", "species": ["C", "C", "C", "C", "C", "C", "C", "C", "C", "C", "S", "C", "N", "C", "C", "C", "O", "C", "N", "C", "N", "C", "H", "H", "H", "H", "H", "H", "H", "H", "H", "H", "H", "H", "H", "H", "H", "H", "H", "H", "H", "H", "H"], "xyz": [[0.52412, -6.07583, 1.00338], [1.76918, -5.24209, 0.69244], [1.72925, -3.92476, 1.41531], [2.42085, -3.71077, 2.59130], [2.36184, -2.49051, 3.26688], [1.59932, -1.44450, 2.79929], [0.87042, -1.62099, 1.62340], [0.00149, -0.79091, 0.83928], [-0.43935, 0.56524, 1.07005], [-0.36582, 1.27734, 2.22813], [-1.03584, 2.86239, 2.03000], [-1.38202, 2.42581, 0.34897], [-2.04648, 3.29461, -0.44825], [-2.04662, 3.08603, -1.88287], [-3.19460, 3.87514, -2.49875], [-0.69525, 3.50170, -2.48380], [-0.46331, 4.85764, -2.17093], [0.78356, 5.31722, -2.61819], [-1.01923, 1.23890, 0.02282], [-0.37537, -1.53953, -0.24636], [0.18796, -2.77743, -0.18157], [0.95724, -2.86181, 0.94596], [-0.38073, -5.54080, 0.72286], [0.47343, -6.28654, 2.06899], [0.55147, -7.02034, 0.46408], [1.83811, -5.07481, -0.38619], [2.65703, -5.79751, 1.00004], [3.03200, -4.50560, 2.99452], [2.93259, -2.37062, 4.17624], [1.57994, -0.50574, 3.32886], [0.00393, 0.98101, 3.18593], [-1.99929, 4.26631, -0.17516], [-2.17895, 2.01207, -2.04393], [-4.12846, 3.61972, -2.00593], [-3.00915, 4.93967, -2.38297], [-3.28044, 3.64778, -3.55747], [0.09892, 2.87131, -2.05596], [-0.70283, 3.35516, -3.57444], [0.85678, 6.36152, -2.32112], [1.60365, 4.74831, -2.16245], [0.86776, 5.24026, -3.70955], [-1.02051, -1.25451, -1.05373], [0.06344, -3.50956, -0.85912]], "lowdin_charge": [-0.094, -0.204, -0.187, -0.050, -0.091, -0.026, -0.104, -0.121, -0.339, -0.367, 1.014, -0.635, 0.024, -0.353, -0.045, -0.196, -0.195, -0.110, 0.105, -0.030, 0.094, -0.164, 0.067, 0.077, 0.068, 0.106, 0.108, 0.108, 0.098, 0.093, 0.049, 0.130, 0.140, 0.079, 0.077, 0.080, 0.125, 0.130, 0.089, 0.091, 0.089, 0.120, 0.150], "lumo_energy_ev": 0.78, "molar_mass_g_mol": 315.442, "total_charge": 0, "gap_ev": 7.961, "smiles": "CCc1cccc2c(-c3csc(N[C@@H](C)COC)n3)c[nH]c12"}


Most stable of them? i.


--- i ---
{"formula": "C2H4ClN2", "method": "wB97M-V/def2-TZVPD", "species": ["C", "N", "C", "N", "Cl", "H", "H", "H", "H"], "xyz": [[0.19215, -1.45013, -1.18766], [0.39045, -0.43096, -0.51552], [0.23289, 0.29232, 0.52532], [-0.55549, 1.50379, 0.68785], [1.25070, -0.20414, 1.91266], [0.84855, -1.55569, -2.00646], [-0.70445, -1.99998, -0.98911], [-1.17584, 1.83634, -0.03611], [-0.47895, 2.00846, 1.60902]], "lowdin_charge": [0.165, 0.053, -0.604, 0.141, 0.750, 0.113, 0.127, 0.116, 0.140], "lumo_energy_ev": -5.39, "molar_mass_g_mol": 91.521, "total_charge": 1, "gap_ev": 10.470, "smiles": "C=NC(=[NH2+])Cl"}


--- ii ---
{"formula": "C2H4ClN2", "method": "wB97M-V/def2-TZVPD", "species": ["C", "C", "N", "N", "Cl", "H", "H", "H", "H"], "xyz": [[-0.51796, 0.40125, 0.82034], [0.78205, -0.74430, -0.12975], [-0.66554, 1.17778, -1.40779], [-0.79741, 1.19004, -0.28961], [0.39187, -0.56121, -1.85361], [-1.33676, -0.17634, 0.96276], [-0.13264, 0.87156, 1.67220], [0.48508, -1.81335, 0.15479], [1.79132, -0.34543, 0.07068]], "lowdin_charge": [0.032, -0.315, 0.088, -0.018, 0.846, 0.086, 0.111, 0.097, 0.074], "lumo_energy_ev": -5.41, "molar_mass_g_mol": 91.521, "total_charge": 1, "gap_ev": 11.441}


--- iii ---
{"formula": "C2H4ClN2", "method": "wB97M-V/def2-TZVPD", "species": ["C", "N", "C", "N", "Cl", "H", "H", "H", "H"], "xyz": [[0.98094, 1.27839, 0.95201], [0.22001, 0.32048, 0.65038], [-0.45227, -0.32247, -0.20372], [-0.44847, -1.52706, -0.63348], [-1.96192, 0.71840, -1.19773], [1.31295, 1.88446, 0.13881], [1.19353, 1.52065, 2.08629], [0.29616, -2.08811, -0.40278], [-1.14093, -1.78473, -1.38977]], "lowdin_charge": [0.164, 0.081, -0.478, 0.195, 0.477, 0.109, 0.169, 0.117, 0.167], "lumo_energy_ev": -6.62, "molar_mass_g_mol": 91.521, "total_charge": 1, "gap_ev": 9.430, "smiles": "C=NC(=[NH2+])Cl"}


Most stable of them? i.


--- i ---
{"formula": "C5H12NO", "method": "wB97M-V/def2-TZVPD", "species": ["O", "C", "C", "N", "H", "H", "H", "H", "H", "H", "C", "C", "C", "H", "H", "H", "H", "H", "H"], "xyz": [[1.64692, 2.05467, -1.10341], [1.12410, 1.19977, -0.45465], [0.43560, 0.03302, -1.14678], [0.56761, 0.32579, -2.63142], [1.19721, 1.17892, 0.63658], [0.88912, -0.92763, -0.93138], [-0.62367, 0.05884, -0.89660], [-0.26654, 0.03329, -3.13369], [0.76286, 1.33826, -2.70944], [1.36846, -0.18540, -3.00176], [-0.83923, -1.93056, 1.04922], [-1.09558, -0.71519, 1.89131], [-1.84894, -0.71259, 2.99000], [0.17710, -2.13620, 0.71518], [-1.19161, -2.80431, 1.59974], [-1.47686, -1.83076, 0.16232], [-0.64269, 0.24247, 1.64187], [-1.96774, 0.25086, 3.46709], [-2.31954, -1.60904, 3.36848]], "lowdin_charge": [0.103, -0.189, -0.078, 0.205, 0.139, 0.128, 0.129, 0.176, 0.157, 0.179, -0.123, -0.250, 0.018, 0.059, 0.084, 0.071, 0.062, 0.062, 0.069], "lumo_energy_ev": -3.91, "molar_mass_g_mol": 102.157, "total_charge": 1, "gap_ev": 8.918}


--- ii ---
{"formula": "C5H12NO", "method": "wB97M-V/def2-TZVPD", "species": ["C", "C", "C", "C", "C", "N", "O", "H", "H", "H", "H", "H", "H", "H", "H", "H", "H", "H", "H"], "xyz": [[2.02519, 0.52598, -1.03226], [1.19321, -0.18900, -0.15058], [-0.14955, -2.20478, 0.28719], [-0.95778, 1.96022, 0.62348], [0.07383, -1.00045, -0.45535], [-1.17688, 0.52458, 0.78573], [-0.49169, -0.88273, -1.66439], [2.81834, 1.14930, -0.66816], [1.87197, 0.63999, -2.10635], [1.41722, -0.01032, 0.90593], [0.68356, -2.52764, 1.07115], [-1.03919, -2.07683, 0.83334], [-0.43178, -3.12326, -0.33067], [-1.49672, 2.22106, -0.27562], [-1.44030, 2.42515, 1.43840], [0.13043, 2.20671, 0.33385], [-0.71602, 0.25219, 1.68095], [-2.26785, 0.26733, 0.83452], [-0.04600, -0.15751, -2.11116]], "lowdin_charge": [0.145, -0.122, 0.002, -0.122, -0.350, -0.066, 0.158, 0.078, 0.083, 0.129, 0.167, 0.075, 0.147, 0.079, 0.073, 0.108, 0.108, 0.187, 0.120], "lumo_energy_ev": -5.16, "molar_mass_g_mol": 102.157, "total_charge": 1, "gap_ev": 9.097}


Most stable of them? i.


--- i ---
{"formula": "C5H12NO", "method": "wB97M-V/def2-TZVPD", "species": ["C", "C", "C", "C", "C", "N", "O", "H", "H", "H", "H", "H", "H", "H", "H", "H", "H", "H", "H"], "xyz": [[-0.68611, -0.21729, -0.97040], [0.65464, -0.26125, -0.19624], [-1.34246, 1.04512, -0.48682], [-0.45422, -0.21193, -2.47508], [1.68265, -0.52492, 2.02746], [0.45535, -0.60433, 1.21334], [-1.78976, 1.05771, 0.76664], [-1.28449, -1.08764, -0.68833], [1.29083, 0.60948, -0.32047], [-1.11941, 1.98355, -0.97857], [0.10281, 0.66775, -2.77731], [-1.39883, -0.22760, -3.00582], [0.11740, -1.08913, -2.75465], [2.44204, -1.17639, 1.59745], [2.06854, 0.49283, 2.02892], [1.48175, -0.82926, 3.05024], [-0.29451, -0.00333, 1.63120], [0.09211, -1.56652, 1.25023], [-2.01833, 1.94315, 1.08821]], "lowdin_charge": [-0.390, -0.005, -0.050, -0.050, -0.005, -0.045, 0.047, 0.148, 0.114, 0.144, 0.088, 0.091, 0.090, 0.111, 0.108, 0.106, 0.161, 0.188, 0.148], "lumo_energy_ev": [-4.61, -3.67], "molar_mass_g_mol": 102.157, "total_charge": 1, "gap_ev": [7.274, 9.332]}


--- ii ---
{"formula": "C5H12NO", "method": "wB97M-V/def2-TZVPD", "species": ["C", "C", "C", "C", "N", "C", "O", "H", "H", "H", "H", "H", "H", "H", "H", "H", "H", "H", "H"], "xyz": [[1.49583, 2.11008, -0.04400], [1.67783, 0.83228, 0.78577], [1.17128, -0.43857, 0.10646], [-0.25715, -0.34049, -0.41410], [-0.65601, -1.57283, -1.21323], [-1.38005, -0.07926, 0.54737], [-2.43222, -0.63902, 0.41665], [2.08425, 2.11549, -0.95878], [0.44620, 2.23942, -0.36252], [1.68840, 2.99155, 0.56215], [2.75910, 0.78870, 0.97076], [1.25414, 0.96367, 1.78921], [1.26790, -1.25893, 0.83007], [1.79045, -0.70602, -0.74646], [-0.32339, 0.47094, -1.14726], [-0.37360, -1.54506, -2.19379], [-1.68500, -1.54882, -1.18066], [-0.27213, -2.41970, -0.79907], [-1.25900, 0.71368, 1.29550]], "lowdin_charge": [-0.093, -0.237, -0.156, -0.251, 0.238, -0.161, 0.103, 0.085, 0.065, 0.085, 0.122, 0.115, 0.133, 0.126, 0.159, 0.182, 0.154, 0.178, 0.155], "lumo_energy_ev": -3.90, "molar_mass_g_mol": 102.157, "total_charge": 1, "gap_ev": 11.182, "smiles": "CCC[C@@H]([NH3+])C=O"}


Most stable of them? ii.


--- i ---
{"formula": "C4H9O2", "method": "wB97M-V/def2-TZVPD", "species": ["C", "C", "O", "O", "H", "H", "H", "C", "C", "H", "H", "H", "H", "H", "H"], "xyz": [[1.90180, 0.63856, 0.70593], [1.19590, 0.40770, 2.06785], [1.87458, -0.10162, 2.98102], [-0.02539, 0.52225, 2.08721], [1.55569, -0.14591, 0.09840], [3.04658, 0.55656, 0.71107], [1.57929, 1.57036, 0.29118], [-0.89908, -0.52470, -0.55650], [-1.92495, -0.32670, -1.59363], [0.19470, -0.34493, -0.89358], [-0.96770, 0.18031, 0.22751], [-0.87957, -1.56119, -0.22666], [-2.02074, 0.66114, -2.07511], [-2.99948, -0.48877, -1.32833], [-1.63162, -1.04306, -2.49636]], "lowdin_charge": [-0.060, -0.821, -0.110, -0.089, -0.004, 0.082, 0.048, -0.203, -0.220, 0.075, 0.027, 0.076, 0.049, 0.060, 0.089], "lumo_energy_ev": 3.82, "molar_mass_g_mol": 89.114, "total_charge": -1, "gap_ev": 7.479}


--- ii ---
{"formula": "C4H9O2", "method": "wB97M-V/def2-TZVPD", "species": ["C", "C", "O", "O", "H", "H", "H", "C", "C", "H", "H", "H", "H", "H", "H"], "xyz": [[2.27068, 0.26504, -0.71658], [1.77247, -1.14982, -0.29642], [0.96987, -1.68111, -1.09938], [2.17278, -1.58150, 0.80563], [3.31652, 0.50519, -0.55065], [1.58804, 0.96789, -0.22516], [1.99209, 0.39586, -1.76877], [-1.77534, 0.88038, 0.96086], [-1.74643, -0.33383, 0.04558], [-2.47418, 1.63249, 0.58306], [-2.03439, 0.63912, 1.99367], [-0.81689, 1.39674, 0.95205], [-2.71371, -0.48767, -0.45217], [-1.48095, -1.26053, 0.54169], [-1.04055, -0.18827, -0.77342]], "lowdin_charge": [-0.062, -0.811, -0.121, -0.112, 0.045, 0.042, 0.047, -0.177, -0.174, 0.050, 0.054, 0.048, 0.054, 0.065, 0.051], "lumo_energy_ev": 4.06, "molar_mass_g_mol": 89.114, "total_charge": -1, "gap_ev": 7.887}


Most stable of them? ii.


--- i ---
{"formula": "C4H9O2", "method": "wB97M-V/def2-TZVPD", "species": ["C", "C", "C", "O", "C", "O", "H", "H", "H", "H", "H", "H", "H", "H", "H"], "xyz": [[0.17392, -0.27274, -0.26915], [-0.90267, -1.02015, -0.85294], [-1.27295, -0.04274, 0.52201], [-2.07367, 0.90845, 0.05583], [0.74506, 0.94285, -0.99365], [2.09525, 0.14137, 1.89125], [0.91311, -0.72877, 0.41672], [1.65747, 1.28553, -0.50170], [-1.82486, -0.77611, -1.36282], [-0.60858, -2.07551, -0.95608], [-0.77142, 0.30690, 1.44717], [-1.76938, -0.94781, 0.95835], [0.07400, 1.77117, -0.72217], [0.75573, 0.72675, -2.05648], [2.80900, -0.21917, 2.42366]], "lowdin_charge": [-0.260, -0.003, -0.482, -0.263, -0.054, -0.571, 0.095, 0.064, 0.106, 0.098, 0.178, 0.144, 0.079, 0.068, -0.200], "lumo_energy_ev": 3.64, "molar_mass_g_mol": 89.114, "total_charge": -1, "gap_ev": 6.681}


--- ii ---
{"formula": "C4H9O2", "method": "wB97M-V/def2-TZVPD", "species": ["C", "C", "O", "O", "H", "H", "H", "C", "C", "H", "H", "H", "H", "H", "H"], "xyz": [[-0.38360, 2.44968, -0.92269], [-1.51917, 1.48127, -1.00713], [-2.56616, 1.87099, -0.49128], [-1.31095, 0.37576, -1.58468], [0.35291, 2.53808, -1.69750], [0.24946, 2.35194, -0.04319], [-0.93748, 3.43180, -1.03759], [0.16331, -1.79133, 1.33745], [1.34551, -1.90046, 0.39662], [0.52091, -1.54916, 2.31361], [-0.33118, -0.77386, 0.93291], [-0.54970, -2.67940, 1.32778], [1.37780, -2.87091, -0.15017], [2.25523, -1.72633, 1.02838], [1.33312, -1.20806, -0.40254]], "lowdin_charge": [-0.079, -0.855, -0.089, -0.128, 0.035, 0.053, 0.077, -0.185, -0.205, 0.025, 0.109, 0.077, 0.063, 0.066, 0.034], "lumo_energy_ev": 3.99, "molar_mass_g_mol": 89.114, "total_charge": -1, "gap_ev": 7.653}


--- iii ---
{"formula": "C4H9O2", "method": "wB97M-V/def2-TZVPD", "species": ["O", "C", "C", "C", "C", "O", "H", "H", "H", "H", "H", "H", "H", "H", "H"], "xyz": [[-0.78407, -2.35024, 1.51945], [-1.18111, -1.23148, 0.90186], [-0.05524, -0.47437, 0.21000], [-0.53204, 0.74568, -0.60811], [0.55375, 1.68854, -1.14483], [1.89112, 1.38762, -0.73015], [-1.97824, -1.39784, 0.12043], [-1.63485, -0.47837, 1.59889], [0.66274, -0.20047, 0.98725], [0.49042, -1.10507, -0.48766], [-1.04642, 0.29142, -1.45563], [-1.25769, 1.32679, -0.04146], [0.57227, 1.67168, -2.24199], [0.35931, 2.69973, -0.78311], [1.85360, 0.55083, -0.24329]], "lowdin_charge": [-0.368, -0.595, -0.248, -0.204, -0.268, -0.113, 0.082, 0.080, 0.100, 0.105, 0.097, 0.097, 0.097, 0.095, 0.045], "lumo_energy_ev": 3.78, "molar_mass_g_mol": 89.114, "total_charge": -1, "gap_ev": 6.068, "smiles": "[O-]CCCCO"}


Most stable of them? ii.